ORCA calculation (ωB97M-V with the def2-TZVPD basis set) on a cluster of 10 separate species, C29H76O31S10 in total.

Last column: Löwdin spin population.
Positions of all 146 atoms, in Å:
C -1.10 0.21 -5.83  0.101
C -1.97 -1.06 -5.93  0.126
O -2.89 -0.80 -6.94  0.326
S -2.94 0.79 -7.44  -0.030
O -4.29 1.28 -7.20  0.028
O -2.36 1.06 -8.78  0.098
O -1.95 1.19 -6.12  0.164
H -0.17 -0.02 -6.36  0.054
H -0.74 0.23 -4.80  0.014
H -2.54 -1.31 -5.04  0.072
H -1.43 -1.97 -6.18  0.025
O 1.19 -2.14 -5.67  0.004
S 1.98 -1.47 -4.63  0.001
O 1.60 -0.15 -4.12  0.001
O 2.16 -2.50 -3.33  0.001
C 1.69 -3.81 -3.51  0.000
C 1.81 -4.61 -2.19  0.000
C 3.78 -1.47 -5.13  0.001
H 2.21 -4.27 -4.35  0.000
H 0.66 -3.82 -3.84  0.000
H 1.43 -3.99 -1.37  0.000
H 2.84 -4.86 -1.94  0.000
H 1.31 -5.57 -2.26  0.000
H 4.02 -0.51 -5.58  0.000
H 3.92 -2.34 -5.77  0.000
H 4.29 -1.56 -4.18  0.000
O -7.21 3.22 -3.44  0.002
S -6.25 4.14 -4.02  -0.001
O -5.91 5.42 -3.38  0.002
O -4.83 3.31 -4.23  0.006
C -4.10 2.84 -3.05  0.001
C -4.71 1.50 -2.57  0.001
C -6.68 4.45 -5.77  0.000
H -4.11 3.46 -2.15  0.000
H -3.06 2.69 -3.30  0.000
H -4.90 0.79 -3.38  0.000
H -5.63 1.67 -2.01  0.000
H -4.00 1.04 -1.89  0.000
H -5.87 4.94 -6.31  0.000
H -7.59 5.03 -5.76  0.000
H -6.79 3.49 -6.27  0.000
O -3.52 -3.77 3.02  0.000
S -3.18 -3.15 1.79  0.000
O -2.07 -2.24 1.63  0.000
O -2.89 -4.32 0.62  0.000
C -2.44 -3.91 -0.64  0.000
C -1.85 -5.01 -1.51  0.000
C -4.71 -2.31 1.22  0.000
H -1.73 -3.09 -0.51  0.000
H -3.24 -3.53 -1.26  0.000
H -1.43 -4.61 -2.44  0.000
H -2.58 -5.79 -1.70  0.000
H -0.98 -5.41 -1.00  0.000
H -5.42 -3.13 1.09  0.000
H -4.40 -1.76 0.33  0.000
H -5.02 -1.70 2.07  0.000
O -0.95 -0.82 -2.57  0.003
S -0.66 0.23 -1.57  0.000
O -0.11 1.56 -1.96  0.000
O -1.90 0.34 -0.50  0.000
C -1.86 1.39 0.41  0.000
C -2.77 1.19 1.64  0.000
C 0.56 -0.61 -0.48  0.000
H -2.17 2.30 -0.11  0.000
H -0.84 1.38 0.79  0.000
H -2.62 0.17 1.97  0.000
H -3.79 1.54 1.51  0.000
H -2.31 1.85 2.38  0.000
H 1.46 -0.87 -1.04  0.000
H 0.26 -1.60 -0.12  0.000
H 0.76 0.07 0.34  0.000
O 2.55 -2.91 3.93  0.000
S 1.95 -2.71 2.61  0.000
O 1.77 -1.33 2.16  0.000
O 2.95 -3.45 1.46  0.000
C 3.64 -4.59 1.89  0.000
C 4.99 -4.77 1.21  0.000
C 0.45 -3.78 2.37  0.000
H 2.97 -5.41 1.64  0.000
H 3.91 -4.55 2.95  0.000
H 4.69 -5.01 0.19  0.000
H 5.48 -5.65 1.61  0.000
H 5.57 -3.87 1.39  0.000
H 0.17 -3.68 1.32  0.000
H -0.26 -3.30 3.04  0.000
H 0.66 -4.78 2.75  0.000
O -2.60 -3.30 5.75  0.000
S -2.26 -1.90 6.06  0.000
O -2.67 -1.24 7.32  0.000
O -0.58 -1.77 5.96  0.000
C 0.07 -0.55 6.36  0.000
C 1.56 -0.51 6.07  0.000
C -2.75 -0.78 4.57  0.000
H -0.18 -0.40 7.41  0.000
H -0.37 0.25 5.77  0.000
H 1.89 -1.46 6.50  0.000
H 1.99 0.31 6.64  0.000
H 1.82 -0.28 5.03  0.000
H -3.56 -1.36 4.12  0.000
H -1.88 -0.57 3.94  0.000
H -3.14 0.17 4.94  0.000
O 2.92 1.51 3.84  0.000
S 2.73 2.21 2.57  0.000
O 1.43 2.38 1.87  0.000
O 3.56 3.65 2.63  0.000
C 4.69 3.78 3.47  0.000
C 4.90 5.31 3.67  0.000
C 3.82 1.24 1.32  0.000
H 5.56 3.39 2.94  0.000
H 4.52 3.31 4.44  0.000
H 4.82 5.94 2.78  0.000
H 5.83 5.47 4.21  0.000
H 4.08 5.67 4.29  0.000
H 4.81 0.92 1.62  0.000
H 3.98 1.88 0.45  0.000
H 3.17 0.39 1.10  0.000
O 5.41 2.52 -2.11  0.000
S 4.79 1.80 -3.21  0.000
O 5.54 1.60 -4.44  0.000
O 4.41 0.23 -2.62  0.000
C 5.47 -0.34 -1.83  0.000
C 5.08 -1.70 -1.28  0.000
C 3.10 2.52 -3.61  0.000
H 5.83 0.31 -1.03  0.000
H 6.32 -0.53 -2.50  0.000
H 5.82 -2.19 -0.65  0.000
H 5.16 -2.40 -2.12  0.000
H 4.11 -1.58 -0.79  0.000
H 2.48 2.21 -2.77  0.000
H 2.79 2.16 -4.59  0.000
H 3.25 3.59 -3.68  0.000
O -1.18 4.65 6.39  0.000
S -1.72 3.41 5.77  0.000
O -2.22 2.31 6.61  0.000
O -2.91 3.86 4.71  0.000
C -2.59 5.06 3.88  0.000
C -2.68 4.67 2.40  0.000
C -0.44 2.64 4.57  0.000
H -1.57 5.44 3.99  0.000
H -3.29 5.82 4.21  0.000
H -1.85 3.98 2.20  0.000
H -2.81 5.50 1.72  0.000
H -3.63 4.24 2.10  0.000
H 0.28 2.17 5.24  0.000
H -0.08 3.39 3.86  0.000
H -0.98 1.86 4.03  0.000

Summary:
* total charge: +1
* 2S+1: 2
* Kohn-Sham gap (spin up / spin down): 8.22 / 1.70 eV
* LUMO (spin up / spin down): -3.795 / -10.310 eV

ORCA calculation (ωB97M-V with the def2-TZVPD basis set) on a structure of composition C19H37AlBr2CaClFGaIN2NaO6PS.

Last column: Mulliken charge in e.
Positions of all 75 atoms, in Å:
C -2.27 0.73 3.08  -0.779
C -1.33 1.97 3.08  -0.235
Br -2.43 3.63 3.50  0.020
C -0.72 2.13 1.62  -0.356
Ga 1.08 1.09 1.40  -1.078
C 1.50 1.02 -0.62  0.349
C 1.26 -0.36 -1.32  -0.812
N -0.06 -0.97 -1.12  -0.424
C 2.48 2.24 2.37  -0.411
C 3.15 3.28 1.39  -0.754
C 4.59 2.83 0.92  -0.880
I 4.85 3.53 -1.11  0.283
P 1.04 -1.06 2.36  0.770
C 2.85 -1.67 2.15  -1.197
C 0.75 -1.01 4.22  -0.961
H -3.29 1.03 2.73  0.285
H -1.86 0.01 2.30  -0.130
H -2.30 0.17 4.03  0.393
H -0.46 1.88 3.77  0.460
H -1.53 1.78 0.86  -0.285
H -0.47 3.23 1.47  0.672
H 1.01 1.89 -1.18  0.179
H 2.60 1.22 -0.71  0.094
H 2.10 -1.04 -1.09  -0.017
H 1.34 -0.16 -2.42  0.423
H -0.37 -0.91 -0.16  0.048
H -0.76 -0.64 -1.77  0.221
H 3.27 1.61 2.85  0.356
H 1.96 2.83 3.17  0.441
H 2.50 3.55 0.53  0.321
H 3.29 4.23 1.96  0.399
H 4.64 1.72 0.98  0.261
H 5.35 3.26 1.60  0.553
H 3.12 -2.48 2.90  0.300
H 3.49 -0.78 2.35  0.164
H 2.97 -2.00 1.05  0.353
H 1.69 -0.73 4.76  0.345
H 0.42 -2.02 4.56  0.384
H -0.05 -0.31 4.53  0.198
Al -2.50 -0.09 0.26  0.796
Br -4.71 4.42 3.70  -0.416
C -5.46 -4.18 -3.75  -0.363
C -6.45 -3.21 -3.65  -0.424
C -6.12 -1.92 -3.25  -0.525
C -4.80 -1.61 -2.96  -0.206
C -3.81 -2.58 -3.07  -0.066
C -4.14 -3.87 -3.46  -0.606
H -5.72 -5.19 -4.06  0.378
H -7.48 -3.46 -3.88  0.378
H -6.89 -1.17 -3.16  0.375
H -4.54 -0.60 -2.65  0.361
H -2.77 -2.33 -2.85  0.331
H -3.37 -4.63 -3.55  0.377
F 6.60 4.82 -2.86  -0.498
C 4.92 0.04 -5.07  -0.201
C 5.48 -1.35 -5.33  -0.514
O 5.14 -2.11 -4.16  -0.311
S 3.74 -1.57 -3.57  1.110
O 2.68 -2.41 -4.03  -0.617
O 3.92 -1.26 -2.18  -0.521
O 3.67 -0.18 -4.40  -0.310
H 5.57 0.60 -4.41  0.291
H 4.76 0.60 -5.99  0.313
H 6.55 -1.35 -5.49  0.326
H 4.99 -1.82 -6.19  0.324
Na -1.02 2.99 -0.53  0.896
Cl 6.99 -1.58 -2.60  -0.280
C -6.41 1.08 4.63  -0.396
N -5.75 -0.05 3.90  0.898
O -5.17 -0.88 4.56  -0.532
O -5.83 -0.05 2.69  -0.531
H -6.24 0.95 5.69  0.292
H -5.94 1.99 4.26  0.006
H -7.47 1.05 4.39  0.295
Ca 2.07 -3.90 2.15  1.613

Summary:
* total charge: +2
* Kohn-Sham gap: 1.34 eV
* LUMO: -9.332 eV

ORCA calculation (ωB97M-V with the def2-TZVPD basis set) on a structure of composition C48H36BrMoN3P3S2Se2.

Last column: Mulliken charge in e.
Positions of all 96 atoms, in Å:
Mo 0.07 -1.45 0.16  -2.623
Se 5.36 3.14 2.41  -0.309
P 3.66 2.98 1.22  -0.160
C 2.29 4.09 1.70  0.645
C 1.59 4.90 0.81  0.113
C 0.52 5.66 1.26  -0.805
C 0.14 5.62 2.60  -0.652
C 0.85 4.81 3.49  -0.793
C 1.92 4.06 3.04  -0.470
C 3.95 3.20 -0.55  0.307
C 4.23 4.48 -1.03  -0.094
C 4.57 4.67 -2.36  -0.954
C 4.66 3.57 -3.21  -0.584
C 4.42 2.30 -2.73  -0.633
C 4.06 2.11 -1.40  -0.196
C 2.79 1.39 1.35  0.948
C 1.72 0.86 0.67  -0.920
N 1.38 -0.28 1.32  1.242
N 2.21 -0.46 2.35  -1.008
N 3.04 0.54 2.38  -0.555
P 0.41 0.90 -0.55  1.926
Se 1.09 -2.13 -1.81  0.167
C 0.79 1.67 -2.12  1.285
C 0.81 0.96 -3.32  -0.688
C 1.09 1.61 -4.51  -0.835
C 1.32 2.98 -4.52  -0.745
C 1.27 3.70 -3.33  -0.832
C 1.00 3.05 -2.14  -0.206
C -0.88 1.94 0.17  1.492
C -1.92 2.40 -0.64  -0.791
C -2.97 3.11 -0.08  -0.928
C -3.00 3.35 1.29  -0.723
C -1.96 2.90 2.09  -1.011
C -0.91 2.19 1.54  -0.751
H 1.90 4.97 -0.22  0.416
H -0.01 6.30 0.57  0.439
H -0.69 6.22 2.95  0.430
H 0.57 4.79 4.53  0.452
H 2.49 3.45 3.74  0.467
H 4.21 5.33 -0.35  0.528
H 4.78 5.66 -2.72  0.444
H 4.94 3.72 -4.25  0.472
H 4.51 1.44 -3.39  0.472
H 3.90 1.11 -1.03  0.549
H 0.61 -0.10 -3.33  0.030
H 1.11 1.05 -5.43  0.459
H 1.54 3.48 -5.45  0.436
H 1.45 4.77 -3.33  0.473
H 0.93 3.62 -1.22  0.271
H -1.90 2.22 -1.71  0.571
H -3.77 3.47 -0.71  0.459
H -3.82 3.90 1.72  0.508
H -1.97 3.11 3.16  0.530
H -0.10 1.85 2.18  0.388
Br -1.27 -1.42 2.59  0.086
C -2.92 -0.75 1.94  1.149
C -3.90 -0.38 2.80  -0.738
C -5.12 0.08 2.27  -0.799
C -5.30 0.14 0.92  -0.872
C -4.27 -0.25 0.03  0.534
C -4.47 -0.21 -1.37  -0.919
C -3.48 -0.62 -2.22  -1.309
C -2.24 -1.05 -1.71  0.455
C -1.96 -1.09 -0.34  1.091
C -3.03 -0.70 0.54  0.628
H -3.76 -0.45 3.87  0.540
H -5.91 0.38 2.95  0.432
H -6.24 0.49 0.50  0.463
H -5.42 0.13 -1.75  0.463
H -3.64 -0.60 -3.29  0.531
H -1.49 -1.35 -2.42  0.297
S 1.63 -4.38 -1.67  -0.417
P 0.76 -4.67 0.18  1.401
S 1.31 -3.17 1.41  -0.310
C 1.29 -6.25 0.81  0.517
C 0.59 -7.40 0.43  -0.373
C 1.01 -8.64 0.89  -0.692
C 2.12 -8.72 1.72  -0.427
C 2.81 -7.58 2.10  -0.786
C 2.40 -6.34 1.64  -0.420
C -1.03 -4.67 -0.03  0.094
C -1.65 -4.69 -1.27  -0.297
C -3.04 -4.63 -1.34  -0.866
C -3.79 -4.55 -0.18  -0.355
C -3.17 -4.55 1.06  -0.837
C -1.79 -4.61 1.14  -0.405
H -0.28 -7.33 -0.21  0.359
H 0.47 -9.53 0.60  0.406
H 2.44 -9.69 2.08  0.402
H 3.67 -7.66 2.75  0.401
H 2.94 -5.45 1.94  0.382
H -1.06 -4.76 -2.17  0.619
H -3.52 -4.64 -2.31  0.467
H -4.87 -4.50 -0.25  0.466
H -3.77 -4.49 1.96  0.456
H -1.31 -4.59 2.11  0.533

Summary:
* total charge: +1
* Kohn-Sham gap (spin up / spin down): 5.12 / 5.15 eV
* LUMO (spin up / spin down): -4.468 / -4.440 eV

ORCA calculation (ωB97M-V with the def2-TZVPD basis set) on a structure of composition C23H38CuN2SSbSi3.

Last column: natural (NBO) charge in e.
Positions of all 69 atoms, in Å:
Cu -1.18 1.38 -1.47  0.788
C 0.63 -2.06 -2.31  -1.034
Sb 1.30 -0.79 -0.71  1.152
C 0.86 1.18 -1.35  -1.364
C 1.21 2.15 -0.29  0.199
C 1.75 1.83 0.98  -0.278
C 1.94 2.81 1.94  -0.166
C 1.64 4.13 1.65  -0.333
C 1.16 4.38 0.37  0.052
N 0.94 3.46 -0.55  -0.481
Si 1.48 1.62 -3.04  1.734
C 3.32 1.23 -3.19  -1.131
C 1.28 3.42 -3.48  -1.118
C 0.61 0.69 -4.42  -1.135
C -0.38 -1.21 0.81  -1.391
C -0.83 0.10 1.42  0.375
C -0.77 0.35 2.80  -0.323
C -1.24 1.54 3.31  -0.153
C -1.79 2.48 2.45  -0.282
C -1.87 2.15 1.11  0.056
N -1.40 1.00 0.60  -0.600
Si -1.97 -2.05 0.19  1.784
C -3.21 -1.86 1.59  -1.139
C -2.82 -1.40 -1.33  -1.150
C -1.78 -3.90 -0.08  -1.136
Si 0.62 -2.31 1.98  1.771
C 1.40 -3.80 1.14  -1.149
C 2.10 -1.42 2.73  -1.155
C -0.38 -3.01 3.42  -1.149
H 1.44 -2.14 -3.03  0.225
H -0.26 -1.70 -2.81  0.229
H 0.45 -3.05 -1.89  0.217
H 2.01 0.81 1.23  0.195
H 2.33 2.53 2.91  0.199
H 1.77 4.92 2.37  0.204
H 0.91 5.40 0.08  0.178
H 3.88 1.78 -2.42  0.227
H 3.73 1.49 -4.17  0.221
H 3.51 0.16 -3.02  0.217
H 1.85 4.07 -2.82  0.238
H 0.23 3.71 -3.40  0.254
H 1.61 3.58 -4.52  0.209
H 0.93 -0.35 -4.51  0.219
H 0.85 1.19 -5.37  0.225
H -0.47 0.72 -4.29  0.254
H -0.38 -0.39 3.47  0.212
H -1.19 1.73 4.38  0.206
H -2.17 3.43 2.80  0.217
H -2.32 2.83 0.39  0.232
H -3.39 -0.81 1.82  0.240
H -2.87 -2.36 2.50  0.226
H -4.17 -2.31 1.30  0.231
H -3.30 -0.44 -1.15  0.270
H -3.59 -2.13 -1.60  0.229
H -2.16 -1.26 -2.19  0.245
H -1.47 -4.43 0.82  0.224
H -1.09 -4.15 -0.88  0.231
H -2.77 -4.29 -0.36  0.234
H 2.16 -3.50 0.43  0.245
H 0.68 -4.45 0.63  0.238
H 1.88 -4.40 1.92  0.231
H 2.86 -1.27 1.96  0.250
H 2.52 -2.04 3.52  0.229
H 1.87 -0.44 3.15  0.235
H -1.11 -3.75 3.07  0.233
H -0.93 -2.26 3.98  0.231
H 0.30 -3.52 4.11  0.230
S -4.01 2.96 -2.43  -0.136
C -2.73 2.04 -2.27  -0.737

Summary:
* total charge: -1
* 2S+1: 2
* Kohn-Sham gap (spin up / spin down): 4.61 / 6.52 eV
* LUMO (spin up / spin down): 2.612 / 2.611 eV

ORCA calculation (ωB97M-V with the def2-TZVPD basis set) on an isolated molecule of C4H6ClNO.

Last column: natural (NBO) charge in e.
Positions of all 13 atoms, in Å:
O -1.22 2.05 -0.15  -0.492
C -0.31 1.44 0.38  0.425
C 0.05 0.03 0.06  -0.115
Cl 1.85 -0.05 -0.12  -0.054
C -0.73 -0.64 -1.05  -0.233
N -1.38 -1.45 -0.03  -0.612
C -0.49 -1.02 1.05  -0.222
H 0.32 1.89 1.14  0.126
H -1.38 0.01 -1.63  0.219
H -0.07 -1.26 -1.70  0.193
H -1.37 -2.43 -0.25  0.363
H -1.03 -0.71 1.98  0.203
H 0.28 -1.76 1.30  0.200

Summary:
* total charge: 0
* SMILES string: O=CC1(Cl)CNC1
* Kohn-Sham gap: 9.94 eV
* LUMO: 0.600 eV

ORCA calculation (ωB97M-V with the def2-TZVPD basis set) on a cluster of 3 separate species, C15H32NO6S2 in total.

Last column: natural (NBO) charge in e.
Positions of all 56 atoms, in Å:
C -3.01 3.61 3.52  -0.638
C -2.87 2.00 3.07  -0.416
C -4.32 1.27 2.89  -0.420
C -4.31 -0.36 3.04  -0.407
C -3.69 -0.92 4.46  -0.654
S -3.56 -1.26 1.53  2.048
O -4.74 -1.30 0.48  -0.946
O -2.34 -0.44 1.04  -0.962
N -3.22 -2.93 1.93  -1.096
S -1.92 -3.59 0.97  2.053
O -2.23 -5.13 0.81  -0.951
O -1.81 -3.03 -0.47  -0.933
C -0.29 -3.52 1.94  -0.625
C -0.15 -2.14 2.86  -0.634
H -2.19 4.19 2.89  0.209
H -4.06 3.99 3.16  0.205
H -2.80 3.78 4.66  0.204
H -2.16 1.52 3.87  0.202
H -2.27 2.01 2.05  0.238
H -4.75 1.59 1.84  0.244
H -5.05 1.69 3.73  0.204
H -5.45 -0.71 3.04  0.249
H -4.62 -1.02 5.20  0.207
H -3.20 -1.98 4.39  0.258
H -2.94 -0.18 4.99  0.209
H 0.66 -3.69 1.26  0.247
H -0.35 -4.40 2.73  0.238
H 0.64 -2.41 3.70  0.195
H 0.26 -1.27 2.20  0.234
H -1.17 -1.91 3.40  0.236
C 0.32 -1.40 -3.22  -0.440
C -0.25 -0.11 -2.70  -0.431
C 0.55 0.10 -1.43  -0.074
O 1.84 -0.49 -1.65  -0.553
C 1.79 -1.27 -2.85  -0.062
H 0.17 -1.55 -4.29  0.204
H -0.13 -2.25 -2.69  0.237
H -0.04 0.70 -3.41  0.182
H -1.32 -0.14 -2.52  0.244
H 0.09 -0.41 -0.58  0.202
H 0.67 1.16 -1.18  0.171
H 2.35 -0.74 -3.62  0.144
H 2.26 -2.24 -2.68  0.179
C 6.38 1.80 -3.95  -0.431
C 5.25 0.90 -3.50  -0.431
C 4.26 1.90 -2.95  -0.070
O 4.43 3.11 -3.70  -0.539
C 5.63 3.01 -4.47  -0.067
H 7.03 1.34 -4.71  0.212
H 7.00 2.08 -3.09  0.197
H 4.83 0.38 -4.37  0.200
H 5.56 0.15 -2.77  0.223
H 4.46 2.12 -1.90  0.166
H 3.22 1.55 -3.05  0.201
H 5.35 2.88 -5.52  0.160
H 6.21 3.93 -4.37  0.177

Summary:
* total charge: -1
* Kohn-Sham gap: 8.16 eV
* LUMO: 2.514 eV

Which largest force on an atom belongs to each record? In order, 4.58, 2.52, 0.86, 0.48, 1.80, 5.97 eV/A.